1.
Density functional theory data (ωB97M-V/def2-TZVPD) for a structure of composition C3H6N4O.

Computed properties:
max |F|	7.5	eV/Å
highest occupied orbital energy	-7.2	eV
E_tot	-11212.847	eV
ΔE to the lowest compared entry with this formula, charge and spin	379.2	kJ/mol
LUMO energy	0.64	eV

```
14
Properties=species:S:1:pos:R:3:lowdin_charge:R:1
C 1.233 0.220 0.075 -0.553
C -0.677 0.946 -0.017 -0.437
C -0.890 -0.404 0.066 -0.346
H 3.080 -0.263 -0.695 0.114
H 3.061 0.852 0.270 0.080
H -1.392 2.591 -0.535 0.233
H -1.829 -2.029 -0.644 0.148
H -2.870 -1.274 1.023 0.200
H 0.713 -1.804 0.099 0.145
N 2.528 0.041 0.116 0.128
N 0.586 1.342 0.108 0.181
N -2.149 -1.068 -0.015 -0.014
N 0.455 -0.846 0.066 0.156
O -1.849 1.696 0.084 -0.036
```


2.
Density functional theory data (ωB97M-V/def2-TZVPD) for a cluster of 4 separate species, C33H34F25N2O6S in total.

Computed properties:
max |F|	2.7	eV/Å
highest occupied orbital energy	-11.8	eV
E_tot	-128801.824	eV
LUMO energy	-4.67	eV
total charge	+1

```
101
Properties=species:S:1:pos:R:3:lowdin_charge:R:1
C 3.395 3.475 -5.143 -0.048
C 3.594 4.308 -3.843 -0.215
O 2.474 4.050 -2.978 -0.129
C 2.816 3.365 -1.799 -0.133
C 3.225 1.892 -2.057 -0.034
C 2.224 1.063 -2.638 -0.072
C 0.850 1.628 -2.987 -0.066
C -0.289 0.610 -2.955 -0.223
C -0.524 -0.379 -3.909 -0.070
C -1.603 -1.268 -3.809 -0.064
C -2.490 -1.134 -2.742 -0.063
C -2.299 -0.137 -1.773 -0.056
C -1.200 0.705 -1.888 -0.032
C 2.516 -0.271 -2.908 0.082
C 3.814 -0.742 -2.611 0.021
C 4.743 0.115 -2.075 -0.196
S 6.381 -0.595 -1.796 0.688
O 7.212 -0.314 -2.909 -0.201
O 6.933 -0.186 -0.554 -0.232
F 6.143 -2.155 -1.781 -0.113
N 4.457 1.411 -1.779 0.062
C 5.479 2.315 -1.176 -0.042
C 5.282 2.529 0.334 -0.350
C 5.534 1.449 1.401 -0.028
N 4.925 3.692 0.707 0.161
H 3.541 2.412 -4.891 0.065
H 4.105 3.834 -5.901 0.087
H 2.346 3.627 -5.443 0.085
H 4.574 4.123 -3.375 0.110
H 3.545 5.375 -4.117 0.130
H 3.549 3.933 -1.208 0.106
H 1.904 3.308 -1.176 0.144
H 0.547 2.484 -2.370 0.118
H 0.911 2.018 -4.024 0.142
H 0.153 -0.480 -4.771 0.118
H -1.789 -2.067 -4.529 0.112
H -3.373 -1.792 -2.634 0.101
H -2.989 0.005 -0.939 0.099
H -1.057 1.491 -1.137 0.093
H 1.823 -0.982 -3.357 0.127
H 4.081 -1.783 -2.805 0.135
H 6.504 1.987 -1.390 0.132
H 5.376 3.306 -1.637 0.115
H 5.135 1.728 2.383 0.082
H 5.237 0.438 1.078 0.067
H 6.635 1.390 1.518 0.097
H 4.829 3.724 1.722 0.074
C -3.666 2.561 2.353 -0.036
C -2.449 2.393 1.420 -0.426
C -1.074 2.668 2.030 -0.295
F -0.940 3.940 2.438 0.107
F -0.101 2.456 1.090 0.063
F -2.637 3.140 0.309 0.129
F -2.442 1.089 1.009 0.087
O -4.398 3.778 2.256 0.045
C -3.993 4.881 3.000 -0.529
C -3.602 6.060 2.107 -0.281
F -2.569 5.736 1.300 0.094
F -3.208 7.106 2.865 0.106
F -3.018 4.541 3.861 0.147
F -5.053 5.244 3.751 0.155
H -4.382 1.802 2.035 0.151
H -3.430 2.309 3.387 0.150
H -0.877 2.006 2.869 0.142
H -4.444 6.369 1.483 0.177
C 0.695 -1.954 3.413 -0.043
C 0.301 -0.640 4.120 -0.426
C 1.440 0.320 4.473 -0.308
F 2.307 -0.218 5.342 0.108
F 0.930 1.431 5.061 0.097
F -0.433 -0.930 5.211 0.147
F -0.531 0.033 3.263 0.077
O 0.789 -3.125 4.215 0.045
C 1.985 -3.414 4.865 -0.526
C 1.818 -3.439 6.386 -0.282
F 1.407 -2.241 6.847 0.102
F 3.002 -3.714 6.975 0.107
F 2.957 -2.572 4.466 0.139
F 2.354 -4.643 4.452 0.152
H -0.127 -2.173 2.730 0.150
H 1.568 -1.830 2.771 0.142
H 1.982 0.632 3.575 0.169
H 1.087 -4.193 6.684 0.179
C -6.428 -6.661 -1.079 -0.036
C -5.248 -6.885 -2.049 -0.440
C -3.839 -6.742 -1.469 -0.302
F -3.599 -5.497 -1.014 0.089
F -2.920 -6.988 -2.435 0.093
F -5.401 -6.080 -3.124 0.131
F -5.359 -8.162 -2.508 0.111
O -7.066 -5.385 -1.107 0.045
C -6.562 -4.350 -0.335 -0.533
C -6.103 -3.172 -1.195 -0.274
F -5.118 -3.539 -2.041 0.087
F -5.610 -2.179 -0.415 0.089
F -5.595 -4.794 0.488 0.144
F -7.573 -3.934 0.457 0.151
H -7.208 -7.348 -1.407 0.150
H -6.190 -6.973 -0.062 0.146
H -3.674 -7.456 -0.657 0.174
H -6.931 -2.774 -1.785 0.178
```


3.
Density functional theory data (ωB97M-V/def2-TZVPD) for a structure of composition C45H43AuN3O3SiTe.

Computed properties:
max |F|	1.1	eV/Å
<S²>	2.079
highest occupied orbital energy (spin up / spin down)	-10.2 / -10.2	eV
E_tot	-76831.600	eV
ΔE to the lowest compared entry with this formula, charge and spin	0.0	kJ/mol
multiplicity	3
LUMO energy (spin up / spin down)	-2.42 / -4.58	eV
total charge	+1

```
97
Properties=species:S:1:pos:R:3:lowdin_spin:R:1
Au 0.098 -0.269 1.259 0.009
C 4.563 2.246 -4.586 0.041
C 3.923 1.272 -3.652 0.226
C 3.761 -0.077 -4.016 -0.001
C 3.207 -0.993 -3.163 0.147
C 2.957 -2.407 -3.620 0.011
O 2.606 -2.594 -4.762 0.031
C 3.142 -3.543 -2.667 0.001
C 2.340 -4.668 -2.821 -0.001
C 2.494 -5.752 -1.967 0.001
C 3.473 -5.723 -0.979 -0.001
C 4.290 -4.607 -0.838 0.001
C 4.117 -3.515 -1.674 0.002
C 2.730 -0.564 -1.862 0.064
O 2.143 -1.331 -1.087 0.297
C 2.897 0.846 -1.505 0.140
C 3.481 1.711 -2.378 -0.009
C 2.390 1.160 -0.130 0.010
N 1.210 1.596 0.097 0.007
C 0.334 2.000 -1.015 0.001
C -0.242 0.904 -1.897 0.003
Te -1.597 1.702 -3.358 0.000
C -3.319 1.813 -2.152 0.000
C -3.494 2.850 -1.239 0.000
C -4.678 2.960 -0.525 0.000
C -5.703 2.046 -0.731 0.001
C -5.538 1.015 -1.644 0.000
C -4.350 0.897 -2.351 0.000
C 3.344 0.901 0.987 0.004
C 2.920 0.820 2.315 0.000
C 3.829 0.611 3.335 0.000
C 5.185 0.488 3.050 0.000
C 5.619 0.569 1.738 0.000
C 4.704 0.768 0.713 0.002
H 4.730 1.811 -5.569 0.000
H 5.527 2.575 -4.190 0.015
H 3.946 3.139 -4.699 0.010
H 4.070 -0.399 -5.004 -0.003
H 1.600 -4.682 -3.611 0.000
H 1.869 -6.628 -2.086 0.000
H 3.612 -6.580 -0.331 0.000
H 5.060 -4.590 -0.078 0.000
H 4.743 -2.640 -1.551 0.001
H 3.614 2.754 -2.112 -0.004
H 0.869 2.729 -1.631 0.000
H -0.501 2.536 -0.557 0.001
H -0.778 0.147 -1.320 0.001
H 0.512 0.396 -2.497 0.001
H -2.716 3.592 -1.109 0.000
H -4.814 3.774 0.177 0.000
H -6.633 2.146 -0.187 0.000
H -6.340 0.309 -1.818 0.000
H -4.231 0.102 -3.077 0.000
H 1.870 0.925 2.556 0.000
H 3.483 0.544 4.358 0.000
H 5.896 0.329 3.849 0.000
H 6.672 0.478 1.507 0.000
H 5.062 0.823 -0.306 0.001
C -2.306 4.184 1.845 0.010
Si -1.049 3.007 2.604 0.033
C 0.599 3.727 2.131 -0.001
C -1.059 2.988 4.487 0.010
N -1.483 1.338 2.067 0.381
C -2.730 0.937 2.340 0.060
C -3.603 1.648 3.238 0.100
C -4.850 1.204 3.568 0.008
C -5.357 0.027 3.001 0.166
C -4.604 -0.680 2.087 -0.014
C -3.335 -0.246 1.743 0.149
O -2.652 -0.849 0.751 0.066
C -2.863 -2.191 0.447 0.002
C -2.815 -2.537 -0.891 0.003
C -2.894 -3.878 -1.239 -0.001
C -3.025 -4.851 -0.257 0.004
C -3.066 -4.480 1.081 0.000
C -2.976 -3.145 1.445 0.004
H -1.859 4.689 0.986 0.000
H -2.580 4.963 2.562 0.001
H -3.226 3.703 1.515 0.001
H 0.588 4.662 2.708 0.000
H 0.681 3.989 1.078 0.000
H 1.478 3.165 2.432 0.000
H -1.601 3.848 4.888 0.001
H -0.032 3.065 4.853 0.000
H -1.499 2.088 4.917 0.000
H -3.248 2.553 3.708 0.003
H -5.449 1.766 4.272 -0.002
H -6.351 -0.316 3.256 0.009
H -5.009 -1.558 1.603 -0.004
H -2.707 -1.761 -1.636 0.000
H -2.860 -4.160 -2.283 0.000
H -3.098 -5.894 -0.532 0.000
H -3.161 -5.236 1.851 0.000
H -2.986 -2.848 2.485 0.000
N 1.000 -3.273 1.115 0.000
C 0.611 -2.209 1.313 0.000
H 1.414 -4.159 0.872 0.000
```


> Which of these has the lowest E_tot?

C33H34F25N2O6S